Entry 1:
A structure of composition C24H45BBeBrClF8KNO15PS2, computed with ωB97M-V/def2-TZVPD.

LUMO level	-4.23	eV
E	-7735.352043	Ha
frontier orbital gap	1.2	eV
spin multiplicity	1
net charge	-1

```
101
Properties=species:S:1:pos:R:3:forces:R:3
O -2.115159 -2.994144 3.542209 -0.7 1.7 0.0
S -3.376877 -3.682012 3.422269 2.8 -2.8 -0.4
O -3.152192 -5.092329 3.332976 -0.8 -0.4 0.1
O -4.257868 -3.387432 4.716468 -0.4 0.6 -0.8
C -4.239020 -3.211440 1.950870 -1.5 1.1 0.4
C -5.272522 -2.052301 2.165259 1.0 -0.6 -0.5
C -4.991715 -0.904058 1.176965 -0.8 0.2 0.2
C -4.453246 0.359484 1.853066 -0.1 -0.6 -0.4
O -3.951989 1.302313 0.888748 0.3 0.0 0.4
C -2.749739 0.902063 0.299258 0.7 -0.1 -0.8
C -1.750306 0.263485 1.275832 0.0 -0.1 -0.4
C -0.295793 0.464948 0.928126 -0.2 0.4 -0.1
C 0.181078 0.668462 -0.366510 -1.1 -0.2 1.0
C 1.510224 0.814502 -0.584364 1.2 0.5 -1.9
C 2.445705 0.828622 0.424879 -0.3 -0.3 1.7
C 1.991298 0.621576 1.734361 -0.1 0.0 -0.8
C 0.625616 0.416435 1.954822 -0.1 -0.4 0.7
N -2.135567 0.791693 2.616410 0.0 -1.3 0.1
C -3.431066 0.105897 3.000553 -0.5 1.5 0.1
C -3.926226 0.816813 4.257027 0.5 -0.3 0.0
C -3.206765 0.413777 5.528829 0.1 -0.1 0.2
F -4.093127 0.602428 6.579771 -0.1 -0.1 0.1
H -3.672187 -3.619060 5.455529 -0.1 0.0 0.2
H -3.465231 -2.944076 1.237233 0.3 0.0 0.2
H -4.759287 -4.055323 1.509017 0.2 -0.4 0.4
H -5.220401 -1.748755 3.210904 -0.3 0.3 -0.1
H -6.249881 -2.487713 1.986479 -0.1 0.2 0.1
H -5.944715 -0.629813 0.720905 0.1 0.2 -0.1
H -4.382730 -1.239647 0.339809 0.3 -0.1 0.0
H -5.307834 0.863247 2.297188 0.1 0.1 0.0
H -2.890369 0.187493 -0.531379 -0.2 -0.1 0.1
H -2.244658 1.799564 -0.125240 -0.4 0.2 0.3
H -1.935217 -0.814228 1.292920 0.0 0.0 0.3
H -0.526605 0.696823 -1.221721 0.3 -0.3 0.0
H 1.870579 0.951336 -1.597176 -0.1 0.1 -0.1
H 3.502574 0.980105 0.260422 0.0 -0.1 -0.4
H 2.675419 0.614686 2.569053 -0.1 -0.1 0.1
H 0.276391 0.214602 3.013825 0.8 0.2 -1.3
H -2.270878 1.803668 2.608016 0.1 0.0 0.1
H -1.462779 0.549586 3.357213 0.3 0.3 0.0
H -3.167135 -0.937115 3.158186 0.0 0.0 0.0
H -3.722144 1.885347 4.113262 -0.5 0.1 0.1
H -4.995323 0.643708 4.374878 0.0 0.0 0.0
H -2.939210 -0.648932 5.531046 0.1 0.0 -0.1
H -2.345850 1.104172 5.704943 -0.3 -0.8 0.0
O -7.443664 1.612714 4.220375 0.1 0.1 -0.1
H -6.839532 2.357305 4.130551 0.0 0.0 0.0
H -7.818816 1.724291 5.099599 0.0 -0.1 0.0
B 0.644202 4.481497 -1.556532 0.3 0.4 -0.6
F -0.397472 3.540322 -1.825346 -0.3 -0.4 0.2
F 0.639638 4.771071 -0.149679 -0.4 0.0 -0.3
F 1.880382 3.924803 -1.887127 -0.1 -0.2 0.3
F 0.431787 5.647963 -2.258284 -0.2 -0.1 0.1
Be -1.855454 1.325736 -2.240107 -0.2 -0.6 -0.2
O 6.056063 0.537048 -2.316173 2.9 0.2 1.4
P 6.716123 1.264449 -3.427887 -4.8 0.6 -4.6
O 5.926213 2.671414 -3.568535 0.7 -0.2 0.2
C 6.082128 3.655944 -2.541654 0.0 0.3 0.2
C 7.448215 4.317311 -2.581344 0.1 -0.4 0.2
O 6.129772 0.480751 -4.737886 0.6 -0.1 0.2
C 5.474994 -0.782128 -4.611491 -0.4 -0.1 0.1
C 3.972426 -0.612073 -4.501474 -0.1 0.1 -0.1
O 8.028743 1.742658 -4.286276 0.8 -0.7 2.7
C 9.265769 1.021073 -4.087913 0.3 -0.2 -0.1
C 9.166531 -0.433497 -4.506256 -0.2 -0.1 0.0
H 5.893691 3.198961 -1.565363 0.0 0.0 0.0
H 5.310431 4.405916 -2.709789 -0.1 -0.1 -0.1
H 8.236746 3.607388 -2.314966 0.0 0.1 0.1
H 7.492178 5.149668 -1.878775 0.0 0.0 0.0
H 7.664008 4.685444 -3.573604 0.0 0.1 0.0
H 5.871061 -1.340289 -3.763258 0.0 0.1 0.1
H 5.714665 -1.356537 -5.508712 0.1 0.1 -0.1
H 3.709161 0.148836 -3.767129 0.1 -0.1 0.1
H 3.495951 -1.552819 -4.221587 0.0 0.0 0.0
H 3.556964 -0.287141 -5.456630 0.0 0.0 0.0
H 9.566620 1.101769 -3.040096 0.0 0.0 0.0
H 10.020179 1.532266 -4.683969 -0.1 0.1 0.0
H 8.489971 -0.988670 -3.850296 0.0 0.0 0.0
H 10.145300 -0.911283 -4.457552 0.0 0.1 0.0
H 8.776701 -0.518793 -5.519622 0.1 0.0 0.0
O 7.766479 6.412004 -4.991821 -0.1 0.1 -0.2
H 7.371910 7.077288 -5.564372 0.0 0.1 0.0
H 7.446949 5.577726 -5.352284 0.0 0.0 0.0
Br 1.160906 0.734320 4.852789 -0.1 0.4 0.9
Cl -2.300268 3.093901 6.316281 0.2 0.8 -0.2
C -5.826648 -6.520556 3.865781 0.5 0.3 0.2
C -7.037363 -7.454703 3.503570 -0.6 -0.4 -0.1
O -7.222000 -8.386114 4.296951 0.2 0.1 0.1
O -7.630004 -7.113720 2.469276 0.2 0.3 -0.1
H -5.335763 -6.851657 4.776600 -0.1 -0.1 0.0
H -5.105974 -6.534300 3.053641 -0.1 -0.1 -0.1
H -6.187834 -5.502602 4.009284 -0.2 0.0 -0.1
K 1.568574 3.798448 1.750772 0.2 -0.4 0.6
C -3.627660 -2.454963 -4.426393 -0.3 0.1 -0.3
F -4.837536 -1.880028 -4.432070 0.0 0.1 0.1
F -3.764838 -3.684033 -4.914894 0.1 -0.2 0.1
F -2.854373 -1.764967 -5.275628 0.1 0.1 0.1
S -2.904054 -2.486449 -2.739540 0.3 -1.0 0.6
O -3.849255 -3.232086 -1.948200 -0.3 0.4 0.0
O -2.836946 -1.061712 -2.366552 0.1 1.5 0.1
O -1.623250 -3.107624 -2.901538 0.3 0.2 -0.3
```
Forces are in eV/Å.

Löwdin population analysis, charges in e, atoms 1 to 6: number 1, O, carries -0.30; number 2, S, carries 0.58; number 3, O, carries -0.28; number 4, O, carries -0.15; number 5, C, carries -0.18; number 6, C, carries -0.15

=====

Entry 2:
A cluster of 4 separate species, C24H45BCl2F3NO13S in total, computed with ωB97M-V/def2-TZVPD.

LUMO level	0.35	eV
structure (SMILES)	CCOB(O)[C@@]1([C@@H](Cl)[C@H](C)Cl)OS(=O)(=O)O[C@@]1(CCCN)COC(F)(F)F.CCOC(C)=O.CCOC(C)=O.CCOC(C)=O
E	-3617.499260	Ha
frontier orbital gap	9.1	eV
spin multiplicity	1

```
90
Properties=species:S:1:pos:R:3:forces:R:3
C 1.485506 -2.891460 5.847013 0.0 0.0 0.1
C 1.157344 -1.458178 5.446786 0.0 0.0 0.0
O 0.637222 -1.470432 4.102244 0.1 0.2 0.0
B 0.417854 -0.327924 3.418099 -0.3 -0.2 -0.2
O 0.479721 0.915944 3.987468 0.2 -0.1 0.3
C -0.079728 -0.425774 1.850172 0.4 -0.2 0.1
C -1.614733 -0.486496 1.666743 0.1 0.2 0.0
Cl -2.183244 -2.104990 1.176579 0.1 0.0 0.0
C -2.409174 0.020265 2.883408 0.0 0.4 -0.1
C -2.570055 -0.898457 4.084154 0.0 0.0 0.0
Cl -4.043606 0.498341 2.277931 0.0 -0.1 0.0
O 0.331368 0.885643 1.283266 -0.4 0.0 0.1
S 1.891816 0.902174 1.038750 -0.2 -0.2 -0.3
O 2.110656 1.263949 -0.315315 0.2 0.1 0.1
O 2.562338 1.599773 2.087018 0.1 0.0 0.0
O 2.116612 -0.640885 1.276440 0.0 -0.1 -0.1
C 0.848730 -1.373701 0.992406 -0.3 0.3 0.1
C 0.653359 -1.510363 -0.547381 0.0 0.0 0.1
C -0.296233 -0.611715 -1.367819 0.0 -0.2 -0.1
C 0.285074 -0.142053 -2.718489 -0.1 -0.1 0.0
N 1.085290 -1.112184 -3.466856 0.1 0.1 0.1
C 1.046068 -2.770093 1.573460 0.0 0.0 0.0
O 2.211167 -3.335498 0.945160 -0.3 0.1 -0.3
C 3.116021 -3.838595 1.782137 -0.2 0.1 0.2
F 3.592653 -2.928492 2.643036 0.2 0.3 0.2
F 4.120095 -4.318206 1.084878 0.4 -0.2 -0.3
F 2.615629 -4.823671 2.544390 -0.2 -0.4 0.2
H 2.535269 -3.133813 5.666592 -0.1 0.0 -0.1
H 0.870035 -3.589374 5.274658 0.0 0.1 0.1
H 1.279901 -3.050354 6.909123 0.1 0.0 -0.1
H 0.411839 -1.006325 6.108010 0.0 -0.1 -0.1
H 2.050317 -0.826586 5.469773 -0.1 0.0 0.0
H 1.324525 1.384083 3.951544 -0.2 0.0 -0.2
H -1.861368 0.183131 0.844366 0.0 -0.1 -0.1
H -1.950717 0.970132 3.179624 -0.1 -0.1 0.0
H -1.670129 -0.895836 4.701093 -0.1 -0.1 -0.1
H -2.785258 -1.919904 3.765855 0.0 0.1 0.1
H -3.396118 -0.544235 4.702874 0.1 0.0 -0.1
H 1.660907 -1.438832 -0.967571 -0.1 0.0 0.1
H 0.357070 -2.552144 -0.696954 0.0 0.1 -0.1
H -0.604761 0.282750 -0.839952 0.0 0.1 0.1
H -1.215230 -1.161943 -1.580845 0.1 0.0 0.1
H -0.570631 0.159801 -3.332951 0.1 0.0 0.1
H 0.898534 0.749410 -2.572704 0.0 -0.1 0.0
H 0.754521 -2.065712 -3.361546 0.0 0.1 -0.2
H 2.055871 -1.088390 -3.176448 -0.1 -0.1 0.0
H 0.188503 -3.386522 1.301943 0.1 0.1 0.1
H 1.154492 -2.758176 2.650911 0.1 0.0 -0.1
O 0.998495 -3.794958 -5.402454 0.0 0.1 -0.1
C 1.172539 -3.305916 -6.486609 0.1 -0.1 0.1
O 1.451907 -4.143766 -7.515042 -0.1 0.1 0.0
C 1.565263 -3.695660 -8.869564 0.0 0.0 0.0
C 2.946243 -3.160331 -9.184079 0.0 0.0 0.1
C 1.144769 -1.815098 -6.720685 -0.2 -0.1 0.0
H 0.786559 -2.968127 -9.099823 0.0 0.0 0.0
H 1.358699 -4.586632 -9.461061 0.0 0.0 0.0
H 3.173236 -2.269336 -8.598830 0.0 0.0 0.0
H 3.014790 -2.900547 -10.241188 0.0 0.0 0.0
H 3.699671 -3.916172 -8.963061 0.0 0.0 0.0
H 2.140400 -1.419794 -6.519708 0.0 0.0 0.0
H 0.474931 -1.378190 -5.986692 0.1 0.0 0.1
H 0.843411 -1.524082 -7.723028 0.0 0.0 0.0
O -3.253003 0.138658 -2.328002 -0.2 0.1 0.2
C -4.343634 0.598487 -2.106501 0.1 0.0 -0.3
O -4.509219 1.931469 -2.231837 0.0 0.0 0.0
C -5.796048 2.568688 -2.214592 0.0 0.0 0.0
C -6.296217 2.839500 -0.813178 0.1 0.0 0.0
C -5.504230 -0.270274 -1.686670 0.0 0.0 0.0
H -6.513871 1.991447 -2.797905 0.0 -0.1 0.0
H -5.629533 3.504063 -2.746374 0.0 0.0 0.0
H -6.470481 1.914619 -0.263691 0.0 0.0 0.0
H -7.235227 3.392960 -0.854197 0.0 0.0 0.0
H -5.566766 3.432477 -0.262777 0.0 0.0 0.0
H -5.467810 -0.363375 -0.599684 0.0 0.0 0.0
H -5.354827 -1.256165 -2.118380 0.0 0.0 0.0
H -6.482542 0.106433 -1.969771 0.0 0.0 0.0
O -0.398619 5.853783 3.964410 0.1 -0.1 0.0
C 0.752430 5.533439 3.846093 0.0 0.1 0.0
O 1.689443 6.278804 4.479519 0.0 -0.1 0.0
C 3.076173 5.921274 4.504582 0.0 0.0 0.0
C 3.814635 6.387567 3.267983 -0.1 0.0 0.0
C 1.184533 4.376500 2.978566 -0.1 -0.1 0.1
H 3.192961 4.848923 4.664832 0.0 0.0 0.0
H 3.461344 6.423385 5.390981 0.0 0.0 0.0
H 3.443098 5.896358 2.368901 0.0 0.0 0.0
H 4.877807 6.163193 3.361648 0.0 0.0 0.0
H 3.696201 7.464009 3.145416 0.0 0.0 0.0
H 1.324809 4.744963 1.961721 0.0 0.0 0.0
H 0.381309 3.643701 2.967879 0.0 0.1 0.0
H 2.101049 3.885641 3.289778 0.1 0.1 0.0
```
Forces are in eV/Å.

Löwdin population analysis, charges in e, atoms 1 to 6: number 1, C, carries -0.05; number 2, C, carries -0.19; number 3, O, carries 0.05; number 4, B, carries -0.64; number 5, O, carries 0.18; number 6, C, carries -0.21